Computed, not measured: a structure of composition C2H4N2O2 at a distorted geometry, with ωB97M-V with the def2-TZVPD basis set.

Geometry (Å):
C -0.6611 -0.2980 0.0311
C 1.7866 -0.5433 -0.2425
H 0.3373 2.1480 0.0261
H -2.2121 1.3718 -0.4174
H -2.0189 -1.0435 0.8965
H 2.4819 -0.9026 -0.8492
N -1.0591 0.9375 -0.0720
N -1.1965 -1.3673 0.4643
O 0.6353 -0.5196 -0.6977
O 1.9068 0.2170 0.8610

Calculated values
**E_HOMO**: -9.72 eV
**Molecular weight**: 88.066 g mol⁻¹
**Lowest unoccupied orbital energy**: -2.1 eV

---

Computed, not measured: a cluster of 7 separate species, C30H46BClN2O21 in total at a distorted geometry, with ωB97M-V with the def2-TZVPD basis set.

Geometry (Å):
C -1.4517 -2.4045 3.9901
C -1.4602 -3.4428 3.3791
C -1.3123 -4.7200 2.5985
C 0.1917 -5.0637 2.5231
C 1.0065 -4.2121 1.7131
N 0.5254 -3.0997 1.0401
C 2.3736 -4.5550 1.6154
C 2.8923 -5.6968 2.2989
C 2.1118 -6.5252 3.1316
B 2.7582 -7.7642 3.8929
C 1.9879 -9.1399 4.1928
O 4.0879 -7.7205 4.3592
C 0.7270 -6.1696 3.2206
Cl -0.3895 -7.0984 4.2108
C 4.3730 -5.7617 1.9071
O 5.2832 -6.4274 2.3045
N 4.6070 -4.8379 0.8202
C 3.5431 -3.9042 0.8609
O 3.5239 -2.7763 0.4399
H -1.2352 -1.4689 4.4860
H -1.7061 -4.5110 1.5788
H -1.9161 -5.5521 2.9878
H -0.4741 -2.9696 1.1396
H 0.8245 -3.0556 0.0732
H 1.0914 -9.2537 3.5516
H 1.5966 -9.0204 5.2311
H 2.6586 -10.0137 4.1384
H 4.5719 -8.2847 3.7339
H 4.7924 -5.2579 -0.0840
C 0.0181 2.7574 -2.9317
O 0.3117 1.4022 -2.5872
C 0.9960 1.2620 -1.4480
O 1.3618 2.1544 -0.7305
O 1.2014 -0.0411 -1.2467
C 1.9301 -0.3480 -0.0510
H -0.5356 2.7459 -3.8675
H -0.6022 3.2236 -2.1670
H 0.9363 3.3248 -3.0785
H 1.3851 -0.0065 0.8291
H 2.9250 0.0948 -0.0820
H 2.0350 -1.4244 0.0048
C -0.3305 -3.3596 9.2141
O 0.0378 -3.8297 7.9154
C 1.2602 -4.3729 7.8553
O 2.0266 -4.4863 8.7730
O 1.4722 -4.7685 6.6006
C 2.7483 -5.3758 6.3810
H -1.3326 -2.9441 9.1364
H -0.3478 -4.1810 9.9308
H 0.3484 -2.5752 9.5460
H 2.8556 -6.2767 6.9853
H 3.5525 -4.6727 6.5946
H 2.8025 -5.6536 5.3323
C -3.6905 -9.6331 10.6447
O -3.2536 -8.3100 10.3363
C -2.3165 -8.2506 9.3862
O -1.8418 -9.1894 8.8039
O -2.0004 -6.9685 9.1966
C -0.9998 -6.7519 8.1985
H -4.4454 -9.5526 11.4235
H -4.1391 -10.1040 9.7705
H -2.8630 -10.2339 11.0209
H -1.3408 -7.1092 7.2272
H -0.0651 -7.2397 8.4790
H -0.8284 -5.6785 8.1341
C -1.5153 8.3326 -5.4212
O -1.6464 7.5743 -6.6260
C -1.4760 6.2612 -6.4682
O -1.2321 5.6989 -5.4340
O -1.6239 5.6790 -7.6615
C -1.4666 4.2590 -7.6467
H -1.6732 9.3786 -5.6727
H -2.2688 8.0324 -4.6938
H -0.5149 8.2229 -5.0045
H -2.2184 3.7954 -7.0087
H -0.4639 3.9862 -7.3191
H -1.6079 3.9055 -8.6659
C -0.9339 4.5458 -14.8171
O -1.0850 5.7280 -14.0321
C -0.7674 5.5741 -12.7442
O -0.3826 4.5572 -12.2288
O -0.9516 6.7428 -12.1301
C -0.6470 6.7240 -10.7341
H -1.2195 4.7943 -15.8367
H 0.1036 4.2129 -14.8161
H -1.5900 3.7555 -14.4532
H 0.4026 6.4784 -10.5731
H -1.2903 6.0208 -10.2093
H -0.8332 7.7212 -10.3428
C -2.9516 11.6637 -1.5460
O -2.4801 12.9680 -1.8840
C -1.5547 12.9838 -2.8451
O -1.1135 12.0218 -3.4168
O -1.2044 14.2526 -3.0611
C -0.2121 14.4222 -4.0735
H -3.6939 11.7803 -0.7599
H -3.4249 11.1907 -2.4060
H -2.1373 11.0457 -1.1687
H -0.5762 14.0589 -5.0340
H 0.7110 13.9140 -3.7966
H -0.0121 15.4879 -4.1568

Calculated values
**SMILES**: C#CCc1c(N)c2c(c(B(C)O)c1Cl)C(=O)NC2=O.COC(=O)OC.COC(=O)OC.COC(=O)OC.COC(=O)OC.COC(=O)OC.COC(=O)OC
**E_HOMO**: -9.23 eV
**Molecular weight**: 816.956 g mol⁻¹
**Lowest unoccupied orbital energy**: -0.6 eV

---

| no. | frontier orbital gap (eV) |
| --- | --- |
| 1 | 7.61 |
| 2 | 8.58 |